1.
A structure of composition C32H27CaIN5O3, computed with ωB97M-V/def2-TZVPD.

Structure (XYZ):
```
69
Properties=species:S:1:pos:R:3
Ca 0.08 1.12 0.62
C -0.31 -0.07 5.26
O 0.97 0.53 5.41
C 1.96 -0.03 4.63
C 3.01 -0.63 5.27
C 4.08 -1.17 4.54
C 4.05 -1.08 3.17
C 2.99 -0.46 2.49
C 3.09 -0.46 1.03
N 2.24 0.04 0.21
N 2.57 -0.17 -1.13
C 1.56 0.12 -1.92
O 0.40 0.51 -1.57
C 1.82 -0.07 -3.39
C 3.01 -0.63 -3.87
C 3.20 -0.80 -5.23
C 2.22 -0.41 -6.13
C 1.04 0.16 -5.66
C 0.85 0.32 -4.30
C 1.89 0.10 3.21
O 0.88 0.66 2.65
H -0.96 0.39 6.00
H -0.25 -1.15 5.45
H -0.71 0.11 4.26
H 2.99 -0.68 6.35
H 4.91 -1.65 5.05
H 4.86 -1.49 2.58
H 3.97 -0.95 0.60
H 3.76 -0.93 -3.15
H 4.12 -1.24 -5.59
H 2.37 -0.54 -7.20
H 0.27 0.47 -6.36
H -0.06 0.77 -3.91
C -3.51 0.78 0.45
N -2.35 1.65 0.47
C -2.56 2.92 0.44
C -1.52 3.89 0.46
C -1.64 5.29 0.44
C -0.34 5.79 0.48
C 0.50 4.67 0.52
N -0.19 3.52 0.51
C -3.71 0.07 -0.88
C -2.85 0.23 -1.95
C -3.05 -0.48 -3.13
C -4.12 -1.35 -3.25
C -4.99 -1.52 -2.18
C -4.78 -0.81 -1.00
H -4.43 1.33 0.69
H -3.38 0.02 1.22
H -3.58 3.31 0.41
H -2.56 5.85 0.40
H -0.03 6.82 0.48
H 1.58 4.66 0.57
H -2.00 0.90 -1.87
H -2.36 -0.36 -3.95
H -4.28 -1.91 -4.17
H -5.83 -2.19 -2.26
H -5.46 -0.95 -0.17
I 1.31 -4.16 3.49
C 0.45 -3.36 1.77
C 0.43 -4.07 0.58
C -0.11 -3.45 -0.54
C -0.58 -2.15 -0.42
N -0.56 -1.47 0.72
C -0.06 -2.07 1.80
H 0.83 -5.07 0.52
H -0.14 -3.95 -1.49
H -0.96 -1.61 -1.28
H -0.04 -1.49 2.71
```

Computed properties:
Energy above the lowest of the compared OMol25 structures with the same formula, charge and spin   0.0 kJ/mol
Calculated total energy   -73760.3191 eV
Charge   -1
HOMO energy   -4.50 eV

***

2.
A structure of composition C32H27Cl3O2OsPS4Sb, computed with ωB97M-V/def2-TZVPD.

Structure (XYZ):
```
71
Properties=species:S:1:pos:R:3
Os 1.62 0.39 -1.14
Cl 2.82 4.27 4.99
C 2.27 3.06 3.91
C 2.75 3.05 2.60
C 2.29 2.09 1.73
Cl 2.74 2.12 0.06
C 1.39 1.05 2.11
O 1.02 0.14 1.31
C 0.92 1.14 3.46
Cl -0.23 -0.02 3.95
C 1.34 2.11 4.33
H 3.45 3.80 2.28
H 0.96 2.14 5.34
S 1.21 -0.23 -5.79
Sb 2.53 -1.17 -4.14
S 0.78 -1.33 -2.30
S 3.04 0.93 -2.95
C -0.96 -6.09 -0.30
C 0.01 -5.01 0.06
C -0.20 -4.19 1.16
C 0.71 -3.20 1.49
C 1.84 -3.03 0.71
C 2.06 -3.82 -0.40
C 1.15 -4.81 -0.72
S 2.99 -1.71 1.14
C 4.46 -2.78 1.40
O 3.28 -1.05 -0.19
H -1.91 -5.93 0.21
H -0.57 -7.06 0.01
H -1.12 -6.12 -1.37
H -1.08 -4.32 1.77
H 0.54 -2.55 2.34
H 2.93 -3.65 -1.03
H 1.32 -5.43 -1.58
H 4.16 -3.59 2.05
H 5.24 -2.19 1.87
H 4.81 -3.15 0.44
C -0.84 3.75 -4.57
C -0.98 2.37 -4.60
C -0.95 1.65 -3.43
C -0.82 2.30 -2.20
C -0.70 3.69 -2.17
C -0.71 4.41 -3.36
P -0.64 1.24 -0.74
C -1.94 -0.01 -0.92
C -1.70 -1.29 -0.44
C -2.67 -2.27 -0.57
C -3.88 -1.96 -1.17
C -4.13 -0.68 -1.62
C -3.16 0.31 -1.50
C -1.15 2.19 0.72
C -2.23 1.76 1.50
C -2.55 2.44 2.66
C -1.82 3.55 3.06
C -0.76 3.99 2.28
C -0.41 3.30 1.13
H -0.83 4.31 -5.49
H -1.08 1.85 -5.55
H -1.04 0.57 -3.45
H -0.62 4.22 -1.23
H -0.60 5.48 -3.33
H -0.75 -1.50 0.04
H -2.47 -3.27 -0.22
H -4.64 -2.72 -1.27
H -5.08 -0.43 -2.07
H -3.35 1.31 -1.86
H -2.82 0.91 1.20
H -3.38 2.10 3.27
H -2.09 4.08 3.96
H -0.20 4.86 2.58
H 0.44 3.63 0.55
```

Computed properties:
Energy above the lowest of the compared OMol25 structures with the same formula, charge and spin   167.9 kJ/mol
Calculated total energy   -136912.4818 eV
Charge   +1
2S+1   6
HOMO energy (alpha / beta)   -9.57 / -10.30 eV
⟨S²⟩   8.8181

***

3.
A structure of composition C32H27FeN12S, computed with ωB97M-V/def2-TZVPD.

Structure (XYZ):
```
73
Properties=species:S:1:pos:R:3
Fe -0.19 -0.58 0.48
C 0.03 -1.40 4.85
C 0.21 -1.33 3.36
N -0.85 -1.01 2.55
N -1.75 -0.19 3.00
C -2.90 -0.70 3.52
N -3.16 -0.22 4.75
S -3.88 -1.80 2.71
C 1.51 -1.41 2.69
C 2.72 -1.24 3.43
C 3.91 -1.33 2.76
C 3.87 -1.81 1.46
C 2.65 -1.85 0.77
N 1.49 -1.55 1.36
H -1.03 -1.33 5.15
H 0.47 -2.33 5.30
H 0.63 -0.56 5.35
H -2.66 0.60 5.03
H -4.11 -0.36 5.08
H 2.65 -1.14 4.49
H 4.88 -1.09 3.26
H 4.76 -2.29 1.06
H 2.57 -2.32 -0.26
C 0.45 5.72 -1.60
C 0.44 4.21 -1.56
C 1.64 3.60 -1.08
C 1.76 2.21 -1.10
C 0.59 1.39 -1.31
N 0.71 -0.02 -1.16
C 1.09 -0.80 -2.22
C 2.15 -0.42 -3.14
C 2.29 -1.07 -4.36
C 1.39 -2.05 -4.82
C 1.36 -2.38 -6.30
C 0.53 -2.63 -3.86
C 0.50 -2.12 -2.52
N -0.16 -2.88 -1.50
C -0.70 -4.13 -1.68
C -1.47 -4.40 -0.58
C -1.41 -3.30 0.31
N -0.61 -2.36 -0.22
C -0.65 2.05 -1.62
C -0.67 3.45 -1.83
N -1.90 1.41 -1.35
C -3.18 1.81 -1.62
C -4.05 1.18 -0.80
C -3.24 0.17 -0.14
N -1.97 0.26 -0.46
H 1.44 6.15 -1.86
H -0.28 6.02 -2.36
H 0.07 6.18 -0.66
H 2.50 4.27 -0.85
H 2.65 1.68 -0.81
H 2.81 0.36 -2.81
H 3.17 -0.95 -4.96
H 2.38 -2.35 -6.65
H 1.01 -3.41 -6.46
H 0.76 -1.71 -6.95
H -0.01 -3.52 -4.00
H -0.42 -4.75 -2.50
H -1.99 -5.37 -0.41
H -1.96 -3.11 1.22
H -1.57 3.98 -2.11
H -3.34 2.62 -2.32
H -5.12 1.33 -0.85
H -3.67 -0.60 0.56
N 0.05 1.10 1.39
C -0.20 2.02 2.10
C -0.63 3.11 2.82
C -1.31 2.87 4.03
N -2.03 2.67 4.93
C -0.57 4.39 2.22
N -0.45 5.42 1.68
```

Computed properties:
Energy above the lowest of the compared OMol25 structures with the same formula, charge and spin   226.3 kJ/mol
Calculated total energy   -96719.9313 eV
2S+1   6
HOMO energy (alpha / beta)   -6.81 / -6.92 eV
⟨S²⟩   8.7957

***

4.
A structure of composition C32H27InNO20, computed with ωB97M-V/def2-TZVPD.

Structure (XYZ):
```
81
Properties=species:S:1:pos:R:3
N -5.28 -0.85 -0.84
C -4.15 -1.28 -1.28
C -3.40 -1.01 -2.50
In -1.78 0.51 -2.05
H -5.70 -0.22 -1.53
H -3.63 -1.95 -0.58
H -2.85 -1.90 -2.81
H -4.02 -0.65 -3.33
H -0.65 -0.33 -0.97
H -0.97 0.95 -3.55
H -2.54 1.87 -1.24
C -4.85 -4.44 1.02
C -4.95 -3.28 1.70
C -6.23 -2.86 2.42
O -6.17 -1.82 3.05
C -7.40 -3.71 2.33
C -7.29 -4.85 1.63
C -6.00 -5.29 0.94
O -6.06 -6.36 0.37
O -8.27 -5.73 1.47
O -3.97 -2.42 1.83
H -3.94 -4.73 0.51
H -8.31 -3.40 2.82
H -7.87 -6.44 0.92
H -4.34 -1.64 2.31
C 1.81 -0.45 3.04
C 0.79 0.14 2.38
C -0.54 -0.56 2.18
O -1.42 0.09 1.65
C -0.71 -1.93 2.61
C 0.31 -2.51 3.25
C 1.62 -1.79 3.52
O 2.46 -2.43 4.14
O 0.30 -3.76 3.73
O 0.82 1.35 1.87
H 2.76 0.04 3.21
H -1.65 -2.40 2.37
H 1.18 -3.88 4.14
H -0.05 1.47 1.41
C -2.68 3.20 -5.67
C -3.29 3.43 -6.84
C -2.79 4.44 -7.86
O -3.45 4.54 -8.88
C -1.59 5.19 -7.58
C -0.97 4.97 -6.41
C -1.48 3.96 -5.38
O -0.82 3.87 -4.37
O 0.14 5.57 -6.02
O -4.40 2.81 -7.24
H -3.01 2.48 -4.94
H -1.24 5.90 -8.31
H 0.37 5.17 -5.15
H -4.59 3.18 -8.13
C 7.15 -5.02 7.42
C 6.99 -5.33 6.13
C 5.87 -4.75 5.27
O 5.87 -5.13 4.11
C 4.93 -3.83 5.86
C 5.09 -3.53 7.15
C 6.21 -4.10 8.01
O 6.23 -3.73 9.17
O 4.30 -2.71 7.83
O 7.77 -6.16 5.45
H 7.94 -5.43 8.04
H 4.14 -3.42 5.25
H 4.67 -2.68 8.74
H 7.40 -6.17 4.54
C 2.82 6.43 -3.21
C 3.06 5.16 -3.59
C 4.42 4.49 -3.42
O 4.50 3.34 -3.81
C 5.50 5.25 -2.83
C 5.25 6.51 -2.46
C 3.89 7.18 -2.63
O 3.82 8.33 -2.24
O 6.15 7.32 -1.91
O 2.16 4.36 -4.14
H 1.85 6.90 -3.33
H 6.46 4.78 -2.71
H 5.66 8.16 -1.75
H 2.59 3.49 -4.28
```

Computed properties:
Calculated total energy   -81232.6183 eV
Charge   -1
HOMO energy   -4.99 eV

***

5.
A structure of composition C32H27N10O3STeW, computed with ωB97M-V/def2-TZVPD.

Structure (XYZ):
```
75
Properties=species:S:1:pos:R:3
W -0.78 -0.59 -0.40
O 2.44 -1.70 3.95
C 2.67 -0.40 3.65
C 3.57 0.29 4.46
C 3.85 1.62 4.22
C 3.25 2.29 3.16
C 2.36 1.61 2.35
C 2.06 0.26 2.58
C 1.13 -0.42 1.67
O 0.70 0.26 0.62
N 0.87 -1.69 1.78
N 0.10 -2.09 0.72
C -0.20 -3.37 0.52
C -0.90 -3.58 -0.65
C -1.18 -4.86 -1.20
C -1.72 -4.97 -2.44
C -2.02 -3.78 -3.17
C -1.77 -2.58 -2.60
N -1.23 -2.43 -1.36
H 1.77 -2.04 3.32
H 4.03 -0.25 5.28
H 4.55 2.14 4.86
H 3.45 3.34 2.98
H 1.87 2.11 1.53
H 0.12 -4.15 1.19
H -0.93 -5.74 -0.62
H -1.91 -5.94 -2.88
H -2.44 -3.83 -4.17
H -2.01 -1.66 -3.12
N 2.88 -2.72 -0.18
C 2.83 -2.04 -1.33
N 3.91 -2.15 -2.10
C 3.89 -1.44 -3.22
N 4.97 -1.50 -4.03
N 2.86 -0.68 -3.63
C 1.82 -0.70 -2.82
N 1.72 -1.31 -1.65
C 0.62 0.07 -3.35
C 0.76 0.65 -4.61
C -0.30 1.32 -5.18
C -1.49 1.38 -4.49
C -1.56 0.79 -3.23
N -0.52 0.16 -2.64
H 3.78 -3.13 0.01
H 2.30 -2.46 0.60
H 5.82 -1.89 -3.65
H 5.04 -0.83 -4.77
H 1.71 0.55 -5.10
H -0.20 1.78 -6.16
H -2.36 1.87 -4.88
H -2.48 0.80 -2.69
O -1.89 -0.70 0.94
N -3.35 -0.17 -1.10
C -4.44 -0.94 -1.13
C -5.62 -0.57 -0.52
C -5.66 0.64 0.17
C -4.54 1.43 0.21
C -3.38 0.99 -0.43
S -1.84 1.82 -0.37
H -4.36 -1.87 -1.68
H -6.48 -1.23 -0.56
H -6.56 0.94 0.69
H -4.51 2.36 0.77
Te -1.63 1.17 2.97
C -0.88 3.06 3.46
C -0.18 3.22 4.65
C 0.29 4.47 5.04
C 0.08 5.57 4.22
C -0.60 5.42 3.02
C -1.08 4.17 2.64
H 0.00 2.36 5.29
H 0.84 4.57 5.97
H 0.43 6.55 4.53
H -0.76 6.27 2.38
H -1.61 4.06 1.70
```

Computed properties:
Energy above the lowest of the compared OMol25 structures with the same formula, charge and spin   110.1 kJ/mol
Calculated total energy   -74621.5845 eV
2S+1   2
HOMO energy (alpha / beta)   -5.76 / -5.77 eV
⟨S²⟩   0.7558

***

6.
A cluster of 2 separate species, C32H28BF6NO2S in total, computed with ωB97M-V/def2-TZVPD.

Structure (XYZ):
```
71
Properties=species:S:1:pos:R:3
C -6.46 0.88 -4.81
C -5.40 0.17 -4.08
C -4.73 -0.98 -4.45
C -3.73 -1.39 -3.49
C -3.64 -0.55 -2.41
B -2.70 -0.62 -1.09
C -1.17 -0.30 -1.66
C -0.69 0.98 -1.80
C 0.59 1.19 -2.31
C 1.09 2.59 -2.40
F 2.34 2.70 -2.95
F 0.26 3.37 -3.15
F 1.16 3.16 -1.15
C 1.41 0.13 -2.69
C 0.92 -1.16 -2.48
C 1.75 -2.36 -2.80
F 1.98 -3.09 -1.64
F 1.12 -3.19 -3.67
F 2.97 -2.06 -3.32
C -0.36 -1.38 -1.98
O -3.21 0.39 -0.17
C -3.54 -0.26 1.04
C -3.05 -1.73 0.92
O -2.68 -1.92 -0.43
S -4.82 0.72 -2.54
H -6.69 0.36 -5.74
H -7.38 0.94 -4.21
H -6.15 1.91 -5.05
H -4.94 -1.51 -5.38
H -3.09 -2.26 -3.62
H -1.31 1.84 -1.54
H 2.39 0.29 -3.13
H -0.71 -2.40 -1.87
H -3.03 0.27 1.86
H -4.63 -0.24 1.19
H -2.18 -1.88 1.59
H -3.83 -2.46 1.17
C 2.04 -3.78 3.09
C 2.50 -2.68 2.22
N 3.38 -2.90 1.23
C 3.71 -1.73 0.57
C 2.96 -0.69 1.16
C 3.00 0.57 0.57
C 3.86 0.78 -0.51
C 4.61 -0.26 -1.08
C 4.52 -1.55 -0.55
C 2.18 -1.30 2.25
C 1.25 -0.71 3.11
C 1.15 0.66 3.47
C 2.22 1.60 3.41
C 2.00 2.94 3.71
C 0.75 3.40 4.14
C 0.52 4.84 4.43
C -0.29 2.47 4.29
C -0.09 1.13 3.99
H 1.38 -3.37 3.86
H 1.48 -4.53 2.51
H 2.88 -4.30 3.58
H 3.76 -3.82 1.01
H 2.35 1.35 0.96
H 3.95 1.79 -0.93
H 5.25 -0.06 -1.94
H 5.04 -2.41 -0.96
H 0.54 -1.39 3.58
H 3.22 1.27 3.13
H 2.81 3.67 3.60
H -0.51 4.99 4.76
H 1.19 5.20 5.22
H 0.69 5.46 3.54
H -1.25 2.82 4.66
H -0.90 0.41 4.13
```

Computed properties:
Energy above the lowest of the compared OMol25 structures with the same formula, charge and spin   0.0 kJ/mol
Calculated total energy   -67041.4976 eV
HOMO energy   -6.41 eV